A:
# C3H12O4

A cluster of 4 separate species, C3H12O4 in total (ωB97M-V with the def2-TZVPD basis set, OMol25).

Geometry as XYZ:
```
19
C3H12O4, DFT ωB97M-V with the def2-TZVPD basis set
C 3.35422 -2.55210 -1.32203
C 1.88067 -2.35995 -1.04076
C 1.32718 -1.77682 0.03760
O -0.01602 -1.72840 0.18263
H 3.81651 -2.29635 -2.30571
H 3.86851 -2.15675 -0.42134
H 3.21658 -3.69008 -1.24843
H 1.23134 -2.71739 -1.80707
H 1.92102 -1.10033 0.54953
H -0.21372 -0.84846 -0.11958
O -0.92920 0.91382 -1.04241
H -0.89640 1.87735 -1.24133
H -1.60370 0.58641 -1.68671
O -2.19960 1.94099 2.56391
H -1.97744 1.01937 2.54957
H -3.03508 2.00704 3.00780
O -2.09832 3.81963 0.20168
H -1.29839 4.44596 0.38086
H -2.45648 3.43822 1.04703
```

Calculated values
* HOMO energy: -8.4912 eV
* SMILES: C/C=C/O.O.O.O
* frontier orbital gap: 9.029 eV
* LUMO level: 0.5 eV



B:
# C3H12O4

A cluster of 4 separate species, C3H12O4 in total (ωB97M-V with the def2-TZVPD basis set, OMol25).

Geometry as XYZ:
```
19
C3H12O4, DFT ωB97M-V with the def2-TZVPD basis set
C 0.80732 -1.38137 0.80371
C -0.13325 -0.52973 0.30366
C -1.52858 -1.02798 -0.06013
O 0.03362 0.77184 0.60542
H 0.57052 -2.44131 0.84332
H 1.89373 -1.11014 0.87385
H -1.61750 -2.04524 0.27547
H -1.61609 -1.03895 -1.13924
H -2.31521 -0.47585 0.43966
H -0.20278 0.95461 1.53045
O 0.98637 1.67046 -2.21939
H 0.18115 2.10046 -2.62054
H 0.60187 1.25420 -1.41747
O -0.58291 1.77316 3.30632
H -0.28339 1.55677 4.20632
H -0.70705 2.75715 3.17801
O 0.40257 -1.76452 -2.66333
H 0.78748 -0.99972 -2.16105
H 1.11712 -2.48504 -2.52432
```

Calculated values
* HOMO energy: -9.0400 eV
* SMILES: C=C(C)O.O.O.O
* frontier orbital gap: 9.327 eV
* LUMO level: 0.3 eV



What are the relative energies? In kJ/mol: A 33.3; B 0.0.